12
Properties=species:S:1:pos:R:3 method="wB97M-V/def2-TZVPD" homo_ha=-0.5379 charge=+1 e_above_lowest_kj_mol=223.3 total_energy_ev=-74746.5861
C -0.59274 -1.09971 1.44887
C 0.23334 -0.99798 0.43664
C -0.10603 -0.28762 -0.82526
N 0.55864 0.97896 -0.98779
Br 0.03929 -1.29714 -2.49214
H -0.25555 -1.62769 2.35082
H -1.71161 -0.94637 1.44366
H 1.14514 -1.60554 0.33958
H -1.68391 -0.11775 -0.53633
H 1.60973 0.96634 -1.01182
H 0.13225 1.53755 -1.77546
H 0.60069 1.30339 0.00552